[1]
The following is a quantum chemistry calculation of 8 unconnected molecules or ions with the total composition C38H61ClNO16 at a distorted geometry, from OMol25.

Each atom is followed by the atoms it is bonded to, with distances in Å.
Atoms and positions in Å:
1 C 1.4031 -0.1701 1.0794  C2 1.549, H15 1.084, H16 1.084, H17 1.087
2 C 0.0167 -0.8299 1.2843  C1 1.549, C3 1.534, H18 1.085, H19 1.085
3 C -0.9532 -0.5962 0.1197  C2 1.534, C4 1.559, H20 1.091, H21 1.089
4 C -1.6007 -1.8999 -0.4386  C3 1.559, C5 1.526, N6 1.444, H22 1.092
5 C -2.3837 -1.6121 -1.7161  C4 1.526, H23 1.084, H24 1.086, H25 1.095
6 N -0.7720 -3.0821 -0.4785  C4 1.444, C7 1.429, H26 0.999
7 C 0.2236 -3.3170 -1.4762  N6 1.429, Cl8 1.860, C9 1.524, C12 1.587
8 Cl 1.6309 -4.1090 -0.5543  C7 1.860
9 C 0.8142 -2.1115 -2.1975  C7 1.524, C10 1.532, H27 1.089, H28 1.085
10 C 2.0510 -2.3945 -3.0555  C9 1.532, C11 1.570, H29 1.081, H30 1.081
11 C 2.3680 -1.0788 -3.8509  C10 1.570, H31 1.085, H32 1.087, H33 1.087
12 C -0.2041 -4.3682 -2.5862  C7 1.587, O13 1.261, O14 1.242
13 O -1.4033 -4.3215 -2.9717  C12 1.261
14 O 0.6719 -5.1460 -2.9980  C12 1.242
15 H 1.4700 0.7067 1.7129  C1 1.084
16 H 2.2128 -0.8275 1.3736  C1 1.084
17 H 1.5030 0.1786 0.0550  C1 1.087
18 H 0.1633 -1.8773 1.5268  C2 1.085
19 H -0.4013 -0.3747 2.1760  C2 1.085
20 H -1.7846 -0.0007 0.5011  C3 1.091
21 H -0.5192 -0.0059 -0.6862  C3 1.089
22 H -2.3761 -2.1226 0.2978  C4 1.092
23 H -2.7025 -2.5227 -2.2110  C5 1.084
24 H -1.8729 -0.9139 -2.3727  C5 1.086
25 H -3.2924 -1.0929 -1.3959  C5 1.095
26 H -0.5734 -3.4915 0.4112  N6 0.999
27 H 1.1340 -1.3516 -1.4863  C9 1.089
28 H 0.1036 -1.6552 -2.8790  C9 1.085
29 H 2.9199 -2.6285 -2.4571  C10 1.081
30 H 1.8372 -3.1488 -3.7994  C10 1.081
31 H 1.7705 -0.2821 -3.4194  C11 1.085
32 H 3.4348 -0.8777 -3.7990  C11 1.087
33 H 2.1138 -1.2354 -4.8960  C11 1.087
34 O 1.3297 -0.0656 4.0146  C35 1.193
35 C 1.2064 -0.9863 4.7632  O34 1.193, O36 1.355, C39 1.519
36 O 0.7990 -2.2134 4.3576  C35 1.355, C37 1.435
37 C 0.6451 -3.0855 5.4865  O36 1.435, C38 1.522, H40 1.093, H41 1.087
38 C 1.5158 -2.4817 6.5795  C37 1.522, C39 1.528, H42 1.089, H43 1.091
39 C 1.4271 -0.9893 6.2661  C35 1.519, C38 1.528, H44 1.091, H45 1.086
40 H -0.4119 -3.1099 5.7631  C37 1.093
41 H 0.9589 -4.0886 5.2075  C37 1.087
42 H 1.1898 -2.7466 7.5841  C38 1.089
43 H 2.5456 -2.8210 6.4600  C38 1.091
44 H 0.5681 -0.5180 6.7459  C39 1.091
45 H 2.3384 -0.4568 6.5219  C39 1.086
46 O -1.1621 2.4656 -2.8794  C47 1.199
47 C -1.2629 1.7862 -3.8623  O46 1.199, O48 1.345, C51 1.516
48 O -0.6500 0.5964 -3.9960  C47 1.345, C49 1.442
49 C -0.8695 0.0723 -5.3209  O48 1.442, C50 1.521, H52 1.092, H53 1.088
50 C -2.1270 0.7686 -5.8178  C49 1.521, C51 1.526, H54 1.089, H55 1.091
51 C -2.0315 2.1245 -5.1246  C47 1.516, C50 1.526, H56 1.091, H57 1.086
52 H 0.0049 0.3029 -5.9331  C49 1.092
53 H -0.9852 -1.0081 -5.2682  C49 1.088
54 H -2.1851 0.8266 -6.9032  C50 1.089
55 H -3.0094 0.2351 -5.4620  C50 1.091
56 H -1.4507 2.8435 -5.7048  C51 1.091
57 H -3.0063 2.5386 -4.8825  C51 1.086
58 O -3.3058 5.8974 1.6765  C59 1.205
59 C -2.5851 5.6621 0.7402  O58 1.205, O60 1.341, C63 1.512
60 O -2.0972 4.4400 0.4814  C59 1.341, C61 1.450
61 C -1.1802 4.5016 -0.6408  O60 1.450, C62 1.521, H64 1.093, H65 1.087
62 C -1.5746 5.7626 -1.3939  C61 1.521, C63 1.525, H66 1.088, H67 1.092
63 C -2.0744 6.6644 -0.2696  C59 1.512, C62 1.525, H68 1.086, H69 1.083
64 H -0.1607 4.5524 -0.2507  C61 1.093
65 H -1.2822 3.6065 -1.2496  C61 1.087
66 H -0.7605 6.1912 -1.9748  C62 1.088
67 H -2.3948 5.5393 -2.0792  C62 1.092
68 H -1.2702 7.2371 0.1834  C63 1.086
69 H -2.8703 7.3236 -0.5929  C63 1.083
70 O 3.9590 -6.2973 4.2402  C71 1.197
71 C 3.8935 -6.9760 3.2565  O70 1.197, O72 1.358, C75 1.516
72 O 4.4701 -8.2029 3.1780  C71 1.358, C73 1.441
73 C 4.3169 -8.7312 1.8465  O72 1.441, C74 1.521, H76 1.093, H77 1.089
74 C 3.1259 -7.9919 1.2560  C73 1.521, C75 1.526, H78 1.088, H79 1.091
75 C 3.2280 -6.6313 1.9390  C71 1.516, C74 1.526, H80 1.091, H81 1.086
76 H 5.2405 -8.5442 1.2932  C73 1.093
77 H 4.1511 -9.8056 1.9029  C73 1.089
78 H 3.1426 -7.9438 0.1695  C74 1.088
79 H 2.1993 -8.4843 1.5555  C74 1.091
80 H 3.8723 -5.9464 1.3865  C75 1.091
81 H 2.2549 -6.1787 2.1026  C75 1.086
82 O -6.3585 8.5435 0.1323  C83 1.197
83 C -6.5970 8.1238 1.2271  O82 1.197, O84 1.361, C87 1.514
84 O -7.2004 8.8832 2.1815  C83 1.361, C85 1.438
85 C -7.2567 8.1563 3.4204  O84 1.438, C86 1.521, H88 1.092, H89 1.088
86 C -7.1464 6.6896 3.0320  C85 1.521, C87 1.527, H90 1.088, H91 1.092
87 C -6.2637 6.7571 1.7874  C83 1.514, C86 1.527, H92 1.092, H93 1.086
88 H -6.4246 8.4816 4.0491  C85 1.092
89 H -8.1914 8.3878 3.9271  C85 1.088
90 H -6.7441 6.0653 3.8273  C86 1.088
91 H -8.1316 6.3016 2.7656  C86 1.092
92 H -5.2005 6.7337 2.0345  C87 1.092
93 H -6.4988 5.9747 1.0723  C87 1.086
94 O 7.2779 -8.4533 -1.0519  C95 1.192
95 C 7.5025 -9.5987 -0.8106  O94 1.192, O96 1.358, C99 1.518
96 O 6.6167 -10.6010 -1.0427  C95 1.358, C97 1.436
97 C 7.1366 -11.8433 -0.5440  O96 1.436, C98 1.523, H100 1.093, H101 1.087
98 C 8.6461 -11.6501 -0.4787  C97 1.523, C99 1.527, H102 1.089, H103 1.091
99 C 8.7607 -10.1585 -0.1714  C95 1.518, C98 1.527, H104 1.091, H105 1.086
100 H 6.6995 -12.0314 0.4395  C97 1.093
101 H 6.8455 -12.6465 -1.2169  C97 1.087
102 H 9.1299 -12.2943 0.2533  C98 1.089
103 H 9.0881 -11.8589 -1.4541  C98 1.091
104 H 8.7276 -9.9576 0.9002  C99 1.091
105 H 9.6473 -9.7122 -0.6113  C99 1.086
106 O -1.4649 9.2930 -0.9042  C107 1.195
107 C -2.3027 10.1437 -0.9546  O106 1.195, O108 1.352, C111 1.517
108 O -3.3488 10.0823 -1.8089  C107 1.352, C109 1.436
109 C -4.1376 11.2790 -1.7160  O108 1.436, C110 1.521, H112 1.093, H113 1.087
110 C -3.8206 11.8587 -0.3455  C109 1.521, C111 1.528, H114 1.089, H115 1.091
111 C -2.3690 11.4250 -0.1454  C107 1.517, C110 1.528, H116 1.091, H117 1.086
112 H -3.8455 11.9490 -2.5286  C109 1.093
113 H -5.1880 11.0231 -1.8300  C109 1.087
114 H -3.9765 12.9345 -0.2874  C110 1.089
115 H -4.4515 11.3860 0.4083  C110 1.091
116 H -1.6612 12.1408 -0.5659  C111 1.091
117 H -2.1342 11.2343 0.8977  C111 1.086

Values from the calculation:
**Charge**: -1

Atomic partial charges in e from the Mulliken method, atoms 1 to 4:
1. C -1.64
2. C -0.10
3. C -0.64
4. C -0.14

---

[2]
The following is a quantum chemistry calculation of 3 unconnected molecules or ions with the total composition C12H26FNO7P, from OMol25.

Each atom is followed by the atoms it is bonded to, with distances in Å.
Atoms and positions in Å:
1 C -4.4773 -4.0271 1.4399  P2 1.911, H9 1.093, H10 1.092, H11 1.096
2 P -6.1996 -3.4991 0.8025  C1 1.911, O3 1.760, N4 1.597
3 O -6.1580 -1.9484 1.6334  P2 1.760, H12 0.963
4 N -6.0805 -3.1950 -0.7612  P2 1.597, C5 1.432
5 C -5.1045 -2.3039 -1.3124  N4 1.432, C6 1.548, H13 1.100, H14 1.108
6 C -5.5816 -0.8333 -1.3801  C5 1.548, C7 1.510, H15 1.095, H16 1.087
7 C -4.4791 0.1965 -1.3137  C6 1.510, F8 1.419, H17 1.092, H18 1.092
8 F -4.1193 0.6773 -2.5990  C7 1.419
9 H -4.5172 -5.1111 1.5744  C1 1.093
10 H -3.6585 -3.8002 0.7539  C1 1.092
11 H -4.2416 -3.5924 2.4177  C1 1.096
12 H -5.5873 -2.0049 2.4074  O3 0.963
13 H -4.8702 -2.6186 -2.3397  C5 1.100
14 H -4.1343 -2.3121 -0.7771  C5 1.108
15 H -6.1023 -0.6675 -2.3286  C6 1.095
16 H -6.3014 -0.6591 -0.5839  C6 1.087
17 H -4.7591 1.0776 -0.7333  C7 1.092
18 H -3.5645 -0.2247 -0.8921  C7 1.092
19 C 0.8373 -0.2371 3.4609  C20 1.512, H26 1.090, H27 1.091, H28 1.089
20 C 0.9353 -1.1677 2.2727  C19 1.512, O21 1.436, H29 1.088, H30 1.090
21 O -0.1313 -0.9409 1.3384  C20 1.436, C22 1.329
22 C 0.0380 0.0773 0.5005  O21 1.329, O23 1.210, O24 1.324
23 O 1.0126 0.7926 0.4458  C22 1.210
24 O -1.0391 0.1755 -0.2632  C22 1.324, C25 1.431
25 C -1.0156 1.2283 -1.2321  O24 1.431, H31 1.089, H32 1.089, H33 1.086
26 H -0.1424 -0.3266 3.9307  C19 1.090
27 H 1.6010 -0.4941 4.1960  C19 1.091
28 H 0.9876 0.7973 3.1546  C19 1.089
29 H 0.8111 -2.2063 2.5721  C20 1.088
30 H 1.8908 -1.0594 1.7599  C20 1.090
31 H -0.1249 1.1593 -1.8541  C25 1.089
32 H -1.0398 2.1976 -0.7353  C25 1.089
33 H -1.9095 1.0950 -1.8342  C25 1.086
34 C 3.4304 2.3533 -1.1292  C35 1.509, H41 1.091, H42 1.089, H43 1.090
35 C 4.4001 1.2439 -1.4530  C34 1.509, O36 1.447, H44 1.088, H45 1.089
36 O 5.6908 1.7536 -1.8634  C35 1.447, C37 1.326
37 C 6.5074 2.1066 -0.8808  O36 1.326, O38 1.204, O39 1.340
38 O 6.2969 2.0198 0.3020  C37 1.204
39 O 7.6222 2.6122 -1.4249  C37 1.340, C40 1.428
40 C 8.5921 3.0534 -0.4736  O39 1.428, H46 1.088, H47 1.089, H48 1.086
41 H 3.3456 3.0424 -1.9711  C34 1.091
42 H 2.4550 1.9198 -0.9118  C34 1.089
43 H 3.7572 2.9120 -0.2525  C34 1.090
44 H 4.0652 0.6609 -2.3084  C35 1.088
45 H 4.5391 0.5757 -0.6045  C35 1.089
46 H 8.8348 2.2580 0.2280  C40 1.088
47 H 8.2210 3.9164 0.0776  C40 1.089
48 H 9.4673 3.3274 -1.0552  C40 1.086

Values from the calculation:
**Charge**: -1

Atomic partial charges in e from the Mulliken method, atoms 1 to 4:
1. C -1.05
2. P 0.01
3. O -0.52
4. N -0.59

---

[3]
The following is a quantum chemistry calculation of a gas-phase ion, C9H10NO2 (charge +1) at a distorted geometry, from OMol25.

Each atom is followed by the atoms it is bonded to, with distances in Å.
Atoms and positions in Å:
1 C -3.1019 -0.1860 0.0023  C2 1.339, C3 1.408, H13 1.110
2 C -2.8122 1.1205 -0.0461  C1 1.339, C4 1.401, H14 1.046
3 C -2.0990 -1.1741 0.0126  C1 1.408, C5 1.376, H15 1.114
4 C -1.4715 1.4836 -0.2252  C2 1.401, C6 1.364, H16 1.130
5 C -0.7711 -0.8155 0.0413  C3 1.376, C6 1.377, C7 1.513
6 C -0.5106 0.5349 -0.0318  C4 1.364, C5 1.377, O11 1.424
7 C 0.3877 -1.7417 0.3383  C5 1.513, C8 1.473, H17 1.071, H18 1.028
8 C 1.7429 -1.1914 0.1606  C7 1.473, C9 1.487, O12 1.421, H19 1.095
9 C 1.8286 0.2906 0.0659  C8 1.487, N10 1.520, O11 1.344, O12 1.407
10 N 2.9343 1.2129 -0.4196  C9 1.520, H20 1.039, H21 1.032, H22 1.032
11 O 0.7782 1.1295 0.0813  C6 1.424, C9 1.344
12 O 2.2310 -0.3917 1.2290  C8 1.421, C9 1.407
13 H -4.1684 -0.4873 -0.0613  C1 1.110
14 H -3.6447 1.7505 -0.1051  C2 1.046
15 H -2.5029 -2.2013 -0.1346  C3 1.114
16 H -1.3398 2.6054 -0.2498  C4 1.130
17 H 0.1994 -1.9800 1.3650  C7 1.071
18 H 0.2171 -2.6468 -0.1185  C7 1.028
19 H 2.4259 -1.7593 -0.4792  C8 1.095
20 H 3.4698 1.0045 -1.2856  N10 1.039
21 H 3.5860 1.2519 0.3797  N10 1.032
22 H 2.6211 2.1907 -0.5191  N10 1.032

Values from the calculation:
**Charge**: +1
**ΔE to the lowest compared entry with this formula, charge and spin**: 111.9 kJ/mol
**SMILES**: [NH3+][C@@]12Oc3ccccc3C[C@@H]1O2

Atomic partial charges in e from the Mulliken method, atoms 1 to 4:
1. C -0.35
2. C -0.59
3. C -0.70
4. C -0.36

---

[4]
The following is a quantum chemistry calculation of 2 unconnected molecules or ions with the total composition C11H19N5O5 at a distorted geometry, from OMol25.

Each atom is followed by the atoms it is bonded to, with distances in Å.
Atoms and positions in Å:
1 C 2.1161 2.7998 1.5413  C2 1.492, C3 1.505, H14 1.026, N31 1.509
2 C 1.9860 1.6268 0.6281  C1 1.492, O36 1.196, O37 1.331
3 C 2.0284 4.1476 0.8777  C1 1.505, C4 1.498, H15 1.104, H16 1.113
4 C 3.3376 4.5623 0.2802  C3 1.498, C5 1.348, N32 1.390
5 C 3.8687 5.7995 0.3430  C4 1.348, H17 1.112, N33 1.376
6 C 5.2802 4.4251 -0.6927  H18 1.131, N32 1.338, N33 1.380
7 C -3.3538 -4.3880 -0.6321  C8 1.546, C9 1.558, H23 1.046, N34 1.557
8 C -4.4229 -5.4741 -0.8924  C7 1.546, O38 1.236, O40 1.369
9 C -3.6484 -3.0760 -1.4191  C7 1.558, C10 1.525, H24 1.041, H25 1.104
10 C -2.6373 -2.0225 -0.9780  C9 1.525, C11 1.502, H26 1.205, H27 1.072
11 C -2.7084 -1.6066 0.4632  C10 1.502, N35 1.365, O39 1.224
12 H 3.5119 1.8101 2.6883  N31 0.975
13 H 4.1717 2.3547 1.3524  N31 0.990
14 H 1.4401 2.7041 2.3071  C1 1.026
15 H 1.2387 4.0845 0.1095  C3 1.104
16 H 1.7692 4.9349 1.6207  C3 1.113
17 H 3.4415 6.7399 0.7556  C5 1.112
18 H 6.1648 4.0643 -1.2983  C6 1.131
19 H 5.7299 6.5660 -0.5385  N33 1.092
20 H 3.2480 2.3010 -0.6506  O37 0.935
21 H -1.9700 -5.7635 -1.0491  N34 0.868
22 H -2.1148 -4.8788 -2.0530  N34 0.885
23 H -3.3705 -4.1709 0.3910  C7 1.046
24 H -4.6503 -2.7952 -1.3956  C9 1.041
25 H -3.4260 -3.2875 -2.4798  C9 1.104
26 H -1.5718 -2.5673 -1.1196  C10 1.205
27 H -2.6298 -1.1654 -1.6214  C10 1.072
28 H -1.6210 -0.6586 1.9034  N35 1.008
29 H -0.8062 -0.6178 0.3541  N35 1.060
30 H -6.2972 -5.5708 -0.7159  O40 0.954
31 N 3.5117 2.5569 2.0617  C1 1.509, H12 0.975, H13 0.990
32 N 4.2254 3.6853 -0.3325  C4 1.390, C6 1.338
33 N 5.0115 5.7518 -0.4218  C5 1.376, C6 1.380, H19 1.092
34 N -1.9899 -4.9054 -1.1773  C7 1.557, H21 0.868, H22 0.885
35 N -1.5873 -1.0047 0.9574  C11 1.365, H28 1.008, H29 1.060
36 O 1.3972 0.6743 1.0473  C2 1.196
37 O 2.5498 1.6837 -0.5761  C2 1.331, H20 0.935
38 O -4.3137 -6.4619 -1.6265  C8 1.236
39 O -3.7223 -1.8127 1.1179  C11 1.224
40 O -5.6030 -5.0126 -0.3737  C8 1.369, H30 0.954

Values from the calculation:
**ΔE to the lowest compared entry with this formula, charge and spin**: 59.5 kJ/mol
**SMILES**: N[C@@H](Cc1c[nH]cn1)C(=O)O.NC(=O)CC[C@H](N)C(=O)O

Atomic partial charges in e from the Mulliken method, atoms 1 to 4:
1. C -0.02
2. C 0.37
3. C -0.80
4. C 0.76

---

Total energy, respectively: -87171.042; -40695.742; -15071.412; -29402.395 eV.